# 1
C26H23Br2N8OSSc as an isolated structure. Source: OMol25; level of theory: ωB97M-V/def2-TZVPD.

Energy above the lowest of the compared OMol25 structures with the same formula, charge and spin in kcal/mol: 128.3
E_HOMO (spin up / spin down) in eV: -10.78 / -11.72
Calculated total energy in eV: -212914.114
Multiplicity: 1
Net charge: +2
Frontier orbital gap (spin up / spin down) in Ha: 0.19191 / 0.23188

The geometry in XYZ format:
```
62
Properties=species:S:1:pos:R:3:forces:R:3
Sc 0.1072 0.5621 0.5606 0.2448 -0.1983 0.2552
C -0.1175 3.3245 2.2680 -0.0270 0.0274 0.0321
N -0.0601 1.8745 2.5582 0.0212 0.0169 0.0383
C -1.0929 1.3638 3.4879 -0.0059 0.0479 0.0234
C -1.7798 0.1679 2.9005 -0.0239 0.0413 0.1100
N -1.5665 -0.2617 1.6697 -0.1459 0.1336 0.0676
C -2.4003 -1.3757 1.5001 -0.0591 -0.1260 -0.0649
C -2.5790 -2.2165 0.4037 -0.0253 -0.0018 0.0436
C -3.4885 -3.2438 0.5491 0.0155 -0.0022 -0.0283
C -4.1999 -3.4405 1.7430 -0.0065 0.0155 0.0361
C -4.0270 -2.6152 2.8358 0.0262 -0.0044 -0.0685
C -3.1111 -1.5826 2.6797 -0.0218 -0.0258 0.0078
N -2.6842 -0.5798 3.5490 0.0919 0.0907 -0.1039
C 0.0399 3.5603 0.7954 -0.0861 0.0959 0.1508
N 0.4575 2.6268 -0.0444 -0.2150 0.1233 0.0204
C 0.5154 3.2466 -1.3028 0.0852 0.0077 -0.1215
C 0.9205 2.7447 -2.5370 -0.0242 0.0343 0.0191
C 0.8785 3.6157 -3.6056 0.0082 -0.0275 -0.0006
C 0.4509 4.9449 -3.4601 -0.0093 0.0263 0.0040
C 0.0563 5.4542 -2.2396 0.0193 -0.0655 -0.0046
C 0.1036 4.5704 -1.1686 0.0071 0.0074 -0.0500
N -0.1996 4.7276 0.1838 0.1568 -0.1152 0.0350
H 0.6691 3.8601 2.8066 -0.0402 0.0112 -0.0162
H -1.0697 3.7355 2.6063 0.0097 -0.0117 -0.0197
H 0.8505 1.6611 2.9551 -0.0201 0.0044 0.0042
H -1.8359 2.1404 3.6810 0.0124 -0.0211 0.0060
H -0.6514 1.1045 4.4528 -0.0245 -0.0096 -0.0241
H -2.0352 -2.0706 -0.5195 0.0076 0.0062 0.0006
H -3.6629 -3.9165 -0.2790 -0.0016 -0.0067 -0.0048
H -4.9021 -4.2595 1.8058 -0.0112 -0.0097 0.0052
H -4.5753 -2.7668 3.7546 -0.0085 -0.0005 0.0173
H -3.0072 -0.4320 4.4923 0.0033 -0.0108 0.0056
H 1.2620 1.7245 -2.6543 -0.0023 -0.0036 0.0060
H 1.1891 3.2710 -4.5819 0.0044 -0.0058 -0.0145
H 0.4387 5.5888 -4.3280 -0.0005 0.0086 -0.0087
H -0.2619 6.4809 -2.1293 -0.0074 0.0192 0.0085
H -0.5093 5.5766 0.6305 0.0156 0.0105 -0.0059
Br 4.5912 -3.0822 -0.3252 0.0398 -0.0606 0.0327
C 3.1500 -2.4772 -1.3738 -0.1110 0.0490 -0.1197
C 3.3088 -2.5982 -2.7390 -0.0075 0.0195 0.0095
C 2.3334 -2.1325 -3.6064 0.0145 0.0061 0.0630
Br 2.5947 -2.4137 -5.4457 -0.0176 0.0180 0.0126
C 1.2022 -1.4392 -3.1437 0.1207 -0.0626 0.0556
C 0.1866 -0.9236 -3.9890 -0.0356 0.0134 -0.0084
C -0.8948 -0.2598 -3.4292 -0.1065 0.1587 0.0266
C -0.9448 -0.0420 -2.0779 -0.0304 -0.1400 0.0098
N 0.0522 -0.4883 -1.2217 0.1120 -0.0547 0.0543
C 1.0699 -1.2705 -1.7346 0.0872 -0.0372 -0.0310
C 1.9935 -1.8724 -0.8458 0.1436 -0.0246 -0.0793
O 1.5498 -0.5426 1.4024 -0.2482 -0.0951 -0.4860
H 4.2009 -3.0612 -3.1343 0.0138 -0.0047 0.0011
H 0.2479 -1.0889 -5.0530 -0.0115 0.0022 -0.0108
H -1.6966 0.1079 -4.0540 -0.0125 -0.0002 0.0050
H -1.7724 0.4912 -1.6171 -0.0121 -0.0241 -0.0106
N 3.2829 -2.4443 2.6136 0.2178 -0.0540 -0.0950
C 2.3752 -3.0132 1.7639 -0.2455 0.0294 0.2801
N 1.9297 -4.2884 2.0079 -0.0359 -0.0480 -0.0889
S 1.3582 -2.0392 0.8021 0.2437 0.1222 -0.0788
H 4.0024 -3.0763 2.9430 0.0522 0.0784 -0.0533
H 3.6599 -1.5529 2.3211 -0.0970 0.0115 0.0719
H 2.4345 -4.8132 2.7069 -0.0613 0.0314 0.0494
H 1.6628 -4.8453 1.2102 0.0246 -0.0164 0.0294
```
Positions in Å, forces in eV/Å.

# 2
C26H23BrN3O5PPt as an isolated structure. Source: OMol25; level of theory: ωB97M-V/def2-TZVPD.

Energy above the lowest of the compared OMol25 structures with the same formula, charge and spin in kcal/mol: 0.0
E_HOMO in eV: -9.18
Calculated total energy in eV: -124621.250
Multiplicity: 1
Net charge: 0
Frontier orbital gap in Ha: 0.32840

The geometry in XYZ format:
```
60
Properties=species:S:1:pos:R:3:forces:R:3
Pt -0.0086 1.4615 -0.4411 -0.1109 -0.2248 0.0207
C -0.5045 1.3981 5.5334 -0.0064 -0.0126 -0.0124
C 0.4530 1.9645 4.7005 0.0053 0.0115 0.0025
C 0.5871 1.5294 3.3941 0.0419 -0.0308 0.0089
C -0.2502 0.5225 2.9085 -0.0079 -0.0627 0.0164
C -1.2034 -0.0494 3.7479 -0.0756 0.0435 -0.0377
C -1.3289 0.3906 5.0582 0.0010 0.0172 0.0068
P -0.0182 -0.0821 1.2205 0.0811 0.0716 0.0824
C -1.1298 -1.4680 1.0220 0.0584 -0.0221 -0.0526
C -2.4345 -1.1783 0.6369 -0.0307 -0.0517 -0.0747
C -3.3523 -2.2152 0.5226 0.0137 0.0496 -0.0076
C -2.9632 -3.5188 0.7877 0.0401 -0.0306 0.0093
C -1.6515 -3.8018 1.1553 -0.0500 -0.0071 -0.0175
C -0.7293 -2.7771 1.2682 0.0205 0.0170 0.0544
C 1.7459 -0.2015 0.9569 -0.0308 0.1084 -0.0014
C 2.8386 -0.8848 1.4573 0.0134 -0.0063 0.0155
C 4.0911 -0.4992 1.0000 0.0105 -0.0109 0.0027
C 4.2248 0.5528 0.0968 -0.0223 0.0069 0.0109
C 3.1167 1.2451 -0.3819 0.0054 -0.0156 0.0081
C 1.8599 0.8513 0.0486 0.0380 0.0648 -0.1105
H -0.6044 1.7424 6.5546 -0.0007 -0.0001 0.0011
H 1.0986 2.7500 5.0706 -0.0008 0.0004 0.0025
H 1.3215 1.9802 2.7412 0.0019 -0.0110 0.0034
H -1.8538 -0.8334 3.3834 0.0121 -0.0057 -0.0059
H -2.0728 -0.0567 5.7040 0.0003 0.0012 0.0012
H -2.7226 -0.1611 0.3917 -0.0065 0.0038 0.0129
H -4.3661 -2.0000 0.2124 -0.0010 0.0015 0.0031
H -3.6797 -4.3245 0.6931 -0.0003 0.0009 0.0007
H -1.3473 -4.8236 1.3398 -0.0015 -0.0002 -0.0012
H 0.3019 -2.9945 1.5174 -0.0093 0.0060 0.0164
H 2.7309 -1.6887 2.1743 0.0000 0.0036 0.0050
H 4.9751 -1.0137 1.3529 -0.0027 -0.0018 0.0009
H 5.2148 0.8397 -0.2351 0.0002 0.0002 -0.0007
H 3.2502 2.0679 -1.0742 0.0000 -0.0081 -0.0082
N 0.2042 2.9493 -1.9798 -0.0156 -0.0312 0.0693
N -1.0937 3.3806 -2.3393 0.0243 0.0200 -0.0010
C -2.2252 2.6413 -1.8780 -0.0315 0.0310 -0.0026
O -3.2825 2.8569 -2.4264 0.0025 -0.0165 -0.0041
O -2.0066 1.8672 -0.8683 0.0039 0.0150 -0.0282
H 0.7255 3.7239 -1.5788 0.0041 0.0102 -0.0247
H 0.7036 2.5383 -2.7635 -0.0196 -0.0200 -0.0236
H -1.1892 3.7038 -3.2896 -0.0077 0.0125 0.0044
C -1.0446 3.4578 1.3865 -0.0564 0.0197 -0.0030
O 0.1558 2.9621 0.8339 0.0796 -0.0631 0.0417
H -0.7608 4.2122 2.1257 0.0028 -0.0024 0.0010
H -1.6272 2.6838 1.9005 0.0090 0.0060 -0.0108
H -1.6959 3.9233 0.6423 0.0164 0.0066 -0.0117
Br 0.9149 -5.1847 -5.4126 0.0000 -0.0059 -0.0004
C 0.7467 -3.3393 -5.0425 -0.0003 0.0147 -0.0088
C 0.7584 -2.4269 -6.0888 0.0030 -0.0189 0.0128
N 0.6431 -1.1187 -5.8948 -0.0075 0.0221 -0.0187
C 0.5020 -0.6855 -4.6457 -0.0566 -0.0379 -0.0006
C 0.4891 -1.5250 -3.5402 -0.0131 0.0297 0.0209
C 0.6202 -2.8904 -3.7442 0.0405 -0.0229 0.0006
C 0.3775 -1.0028 -2.1330 -0.0778 -0.0795 -0.0306
O 0.7069 -1.7052 -1.1938 -0.0310 0.0109 0.0242
O -0.0921 0.2041 -2.0657 0.1462 0.1717 0.0331
H 0.8648 -2.7681 -7.1117 0.0015 -0.0011 -0.0004
H 0.3900 0.3824 -4.5122 -0.0018 0.0173 0.0016
H 0.6263 -3.5640 -2.8983 -0.0010 0.0059 0.0043
```
Positions in Å, forces in eV/Å.

# 3
C26H23ClN3O2Rh as an isolated structure at a distorted geometry. Source: OMol25; level of theory: ωB97M-V/def2-TZVPD.

Energy above the lowest of the compared OMol25 structures with the same formula, charge and spin in kcal/mol: 0.0
E_HOMO (spin up / spin down) in eV: -14.54 / -14.54
Calculated total energy in eV: -51417.024
Multiplicity: 1
Net charge: +2
Frontier orbital gap (spin up / spin down) in Ha: 0.26823 / 0.26828

The geometry in XYZ format:
```
56
Properties=species:S:1:pos:R:3:forces:R:3
Rh -1.3287 -0.3224 0.3097 0.9170 1.2931 0.0593
O 2.5153 5.2574 1.2292 0.0017 -0.0089 0.0024
C 1.5545 5.2548 0.2050 -0.0010 0.0134 -0.0165
C 0.8722 3.9180 0.1952 0.0085 0.0039 0.0098
C -0.1484 3.6466 -0.7129 -0.0021 0.0030 -0.0115
C -0.7626 2.4138 -0.6928 -0.0259 0.0310 0.0584
N -0.3988 1.4739 0.1817 -0.1761 -0.5115 -0.1194
C 0.5999 1.7030 1.0560 -0.0245 0.0200 -0.0702
C 1.2501 2.9204 1.0862 0.0038 -0.0102 0.0269
C 0.9204 0.5374 1.8858 0.0467 -0.0226 0.0066
C 1.9017 0.4786 2.8526 0.0535 0.0113 -0.0302
C 2.1327 -0.7193 3.5223 -0.0043 0.0257 -0.0134
C 3.1827 -0.8051 4.5916 0.0019 -0.0112 0.0178
O 3.9983 0.3362 4.5026 -0.0108 0.0155 0.0033
C 1.3638 -1.8269 3.1805 -0.0274 0.0004 0.0094
C 0.3850 -1.7017 2.2172 0.0291 -0.0083 0.0386
N 0.1713 -0.5436 1.5919 -0.0057 -0.1197 -0.0322
H 2.9604 6.1103 1.2594 0.0004 0.0050 -0.0007
H 2.0046 5.4187 -0.7814 -0.0019 -0.0013 0.0001
H 0.7930 6.0297 0.3512 0.0000 -0.0025 0.0084
H -0.4693 4.3878 -1.4329 -0.0029 -0.0036 -0.0018
H -1.5614 2.1575 -1.3768 0.0012 0.0023 -0.0052
H 2.0497 3.1083 1.7874 -0.0019 0.0040 -0.0010
H 2.5058 1.3430 3.0864 -0.0005 -0.0038 0.0035
H 3.7500 -1.7325 4.4604 0.0119 0.0103 -0.0197
H 2.6718 -0.8653 5.5609 -0.0008 -0.0211 -0.0031
H 4.6491 0.3297 5.2118 0.0003 -0.0024 0.0054
H 1.5159 -2.7857 3.6579 -0.0017 0.0008 0.0015
H -0.2473 -2.5331 1.9312 -0.0062 0.0063 -0.0001
Cl -2.8456 -2.1533 3.5135 -0.0002 -0.0090 0.0009
C -3.3648 -1.9490 1.8802 0.0579 -0.0290 -0.0559
C -3.8855 -3.0246 1.1887 -0.0547 -0.0500 -0.0230
C -4.3227 -2.8892 -0.1328 0.0557 -0.0046 0.0929
C -4.2085 -1.6773 -0.7738 0.0660 0.0471 -0.0585
C -3.6612 -0.5782 -0.0957 -0.6389 -0.0197 0.2162
C -3.2978 -0.6670 1.2850 0.0738 0.1645 0.0607
C -2.5028 0.4375 1.7980 -0.5111 -0.4699 -0.3084
H -3.9664 -3.9797 1.6908 0.0053 0.0049 0.0030
H -4.7507 -3.7449 -0.6359 -0.0066 0.0123 -0.0161
H -4.5517 -1.5521 -1.7916 -0.0183 -0.0235 0.0052
H -3.7988 0.4082 -0.5342 0.2313 0.0312 -0.0014
H -2.1146 0.4005 2.8068 -0.0884 -0.0396 0.0496
H -2.8052 1.4194 1.4445 0.0118 0.0649 0.1854
N -0.4605 -0.8679 -1.5753 -0.0194 -0.4207 -0.1032
C -0.0533 -1.1653 -2.6083 0.0099 0.0094 0.0687
C 0.4690 -1.5322 -3.8825 0.1020 0.0037 -0.1027
C -0.3518 -2.1763 -4.8114 -0.0368 0.0173 0.0628
C 0.1736 -2.5287 -6.0398 0.0016 -0.0077 -0.0173
C 1.5009 -2.2430 -6.3360 0.0048 0.0068 0.0112
C 2.3147 -1.6030 -5.4086 0.0015 -0.0041 -0.0094
C 1.8053 -1.2430 -4.1758 -0.0357 0.0025 0.0371
H -1.3824 -2.3947 -4.5662 -0.0002 -0.0046 -0.0107
H -0.4501 -3.0282 -6.7678 0.0009 0.0008 -0.0004
H 1.9061 -2.5229 -7.2990 -0.0027 -0.0011 -0.0011
H 3.3465 -1.3872 -5.6481 -0.0008 -0.0014 -0.0031
H 2.4267 -0.7476 -3.4420 0.0084 0.0006 -0.0087
```
Positions in Å, forces in eV/Å.

# 4
C26H23MgN7O5S3 as an isolated structure. Source: OMol25; level of theory: ωB97M-V/def2-TZVPD.

Energy above the lowest of the compared OMol25 structures with the same formula, charge and spin in kcal/mol: 18.6
E_HOMO in eV: -1.54
Calculated total energy in eV: -85961.893
Multiplicity: 1
Net charge: -2
Frontier orbital gap in Ha: 0.18926

The geometry in XYZ format:
```
65
Properties=species:S:1:pos:R:3:forces:R:3
Mg 1.0376 1.8270 0.6919 -0.5566 -0.3758 -0.3583
N 5.1234 2.7614 0.3136 -0.0058 0.0644 0.0047
C 5.4082 1.4081 0.3758 -0.0009 -0.0337 -0.0101
C 4.2170 0.7662 0.2264 0.0062 -0.0157 -0.0365
N 3.2231 1.6950 0.0821 -0.0160 0.0049 0.1508
C 3.7876 2.8724 0.1461 0.0668 -0.0372 -0.0115
C 2.9277 4.0359 0.0633 -0.0462 0.0692 -0.0301
N 1.6383 3.8466 -0.0825 0.0926 0.0113 0.2152
C 1.0528 5.0835 -0.0295 -0.0308 0.0013 -0.0496
C 2.0172 6.0294 0.1336 -0.0304 0.0068 -0.0033
N 3.2211 5.3463 0.1777 0.0564 -0.0236 0.0063
H 5.7707 3.5064 0.4915 -0.0066 -0.0042 -0.0074
H 6.4093 1.0482 0.5258 0.0140 -0.0091 0.0066
H 3.9801 -0.2851 0.1968 -0.0033 -0.0240 0.0056
H -0.0158 5.1715 -0.1475 -0.0155 -0.0009 0.0038
H 1.9712 7.1000 0.2112 -0.0050 0.0178 0.0028
H 4.1144 5.7407 0.4060 -0.0077 -0.0077 0.0019
S -1.6110 3.6757 -1.7193 0.0579 -0.0384 -0.0429
C -2.2350 2.6758 -0.4860 -0.0176 0.0021 -0.0581
S -1.3900 2.3800 1.0139 0.0566 0.0300 0.1568
C -3.4970 2.0719 -0.6366 0.0104 -0.0159 0.0062
C -4.0823 1.2188 0.3398 0.0885 -0.0784 -0.0409
N -4.6125 0.5051 1.0796 -0.0410 0.0089 0.0321
C -4.2921 2.2685 -1.7995 -0.0185 0.1180 0.0214
N -4.9891 2.4085 -2.7121 0.0074 -0.0624 -0.0209
C 1.3475 2.6558 4.8820 -0.0188 -0.0313 -0.0603
S 2.3197 2.2835 3.4432 -0.0053 0.0108 0.2071
O 1.4243 1.4134 2.6409 0.3083 0.3138 -0.1128
O 3.5121 1.6081 3.9137 -0.0282 -0.0597 -0.0049
O 2.5704 3.5584 2.7799 0.0524 0.0392 0.0428
H 1.0483 1.7150 5.3376 0.0028 -0.0042 0.0164
H 0.4726 3.2173 4.5634 -0.0229 -0.0039 -0.0067
H 1.9602 3.2380 5.5663 0.0080 0.0213 -0.0017
C -3.6674 -4.4369 1.4171 0.0238 -0.0007 -0.0080
C -2.4795 -4.8080 0.5619 -0.0562 0.0008 -0.0310
C -2.0462 -6.1297 0.5762 0.0360 0.0099 -0.0058
C -0.9395 -6.5170 -0.1638 -0.0227 0.0225 0.0071
C -0.2904 -5.5812 -0.9431 0.0082 -0.0134 -0.0085
C -0.7093 -4.2482 -0.9787 -0.0067 -0.0833 -0.1364
N 0.0676 -3.3942 -1.7986 0.0844 0.1393 0.1236
C -0.4535 -2.2037 -2.3542 0.0282 -0.1352 -0.1040
C -1.5024 -2.2868 -3.2639 0.0104 0.0247 -0.0630
C -2.0948 -1.1342 -3.7586 0.0229 -0.0274 -0.0143
C -1.6225 0.1126 -3.3724 0.0076 0.0442 0.0255
C -0.5564 0.1921 -2.4885 -0.0714 0.0062 0.0106
C 0.0369 -0.9531 -1.9754 0.0621 -0.0669 0.0113
C 1.1289 -0.8481 -0.9345 0.0550 0.2553 0.0124
O 2.1180 -1.5946 -1.0240 -0.0128 -0.1559 0.0507
O 0.9355 0.0128 -0.0259 0.0608 0.0011 -0.1489
C -1.8101 -3.8372 -0.2048 -0.0963 -0.0116 0.0508
C -2.2353 -2.3925 -0.1158 -0.0208 0.0696 0.0350
H -4.0394 -5.3167 1.9442 -0.0078 0.0069 -0.0088
H -4.4824 -4.0235 0.8205 -0.0030 0.0018 -0.0020
H -3.4086 -3.6797 2.1585 0.0002 -0.0042 0.0121
H -2.5774 -6.8543 1.1833 -0.0027 -0.0065 0.0084
H -0.5968 -7.5453 -0.1462 -0.0024 -0.0041 0.0015
H 0.5560 -5.8585 -1.5598 0.0053 0.0005 -0.0009
H 1.0061 -3.2430 -1.4403 0.0247 0.0417 -0.0204
H -1.8732 -3.2684 -3.5358 -0.0175 -0.0125 -0.0081
H -2.9408 -1.2076 -4.4315 -0.0090 -0.0057 -0.0071
H -2.0994 1.0243 -3.7085 -0.0129 0.0143 -0.0118
H -0.2251 1.1680 -2.1563 -0.0016 0.0288 0.0239
H -2.4750 -1.9593 -1.0852 -0.0312 -0.0328 0.0949
H -1.4394 -1.7759 0.3106 -0.0063 0.0026 -0.0239
H -3.1143 -2.2598 0.5046 0.0004 -0.0037 0.1107
```
Positions in Å, forces in eV/Å.